Entry 1:
CH5N2O | ωB97M-V with the def2-TZVPD basis set

Atoms and positions in Å:
O (-0.88462, -1.56358, 2.05561)
H (-0.33699, -1.30965, 1.28938)
N (-0.12368, -0.26251, -0.32742)
C (0.29166, 0.93310, -0.58591)
N (1.02723, 1.19080, -1.67571)
H (0.24832, -0.98181, -0.95535)
H (-1.69562, -1.18927, 1.68137)
H (0.12984, 1.76738, 0.09658)
H (1.31791, 2.17107, -1.74791)

## Properties
2S+1: 2
E_HOMO (alpha / beta), eV: -10.8 / -10.7
Expectation value of S²: 0.787
Frontier orbital gap (alpha / beta), eV: 11.600 / 8.369
LUMO (alpha / beta), eV: 0.85 / -2.38
Relative energy (zero: lowest compared OMol25 entry of this formula, charge and spin), kcal per mole: 0.00
Total charge: 0
Electronic energy, Eh: -225.771755
Maximum force, eV/A: 1.869

---

Entry 2:
CH5N2O2 | ωB97M-V with the def2-TZVPD basis set

Atoms and positions in Å:
C (0.13499, 0.94235, -0.64555)
N (1.34355, -0.62254, 0.85721)
N (-0.53854, 0.66381, 0.61891)
O (-1.91365, -1.25940, -0.00677)
O (0.19834, -0.09794, 1.32129)
H (1.22067, 1.06395, -0.35250)
H (-0.09291, 0.19617, -1.35946)
H (-0.39696, 1.86401, -1.05032)
H (-1.55346, -1.33477, -0.89545)
H (1.59797, -1.41563, 1.51266)

## Properties
2S+1: 1
E_HOMO (alpha / beta), eV: -2.3 / -2.6
Frontier orbital gap (alpha / beta), eV: 6.808 / 7.180
LUMO (alpha / beta), eV: 4.54 / 4.55
Relative energy (zero: lowest compared OMol25 entry of this formula, charge and spin), kcal per mole: 198.79
Total charge: -1
Electronic energy, Eh: -300.866714
Maximum force, eV/A: 2.709

---

Entry 3:
CH5N2O2 | ωB97M-V with the def2-TZVPD basis set

Atoms and positions in Å:
C (-1.42321, 0.20925, -0.53632)
N (2.01819, -0.17458, 0.08097)
N (-0.87307, 0.05017, 0.82889)
O (-0.23755, -1.05206, 0.94287)
O (1.42273, 0.97845, -0.34616)
H (-2.59381, 0.33275, -0.45462)
H (-0.89446, 1.12643, -0.81168)
H (-0.88829, -0.68770, -0.99199)
H (1.10845, -0.75881, 0.32446)
H (2.36103, -0.02390, 0.96358)

## Properties
2S+1: 1
E_HOMO (alpha / beta), eV: -1.8 / -3.2
Frontier orbital gap (alpha / beta), eV: 6.518 / 7.993
LUMO (alpha / beta), eV: 4.75 / 4.81
Relative energy (zero: lowest compared OMol25 entry of this formula, charge and spin), kcal per mole: 172.25
Total charge: -1
Electronic energy, Eh: -300.909018
Maximum force, eV/A: 4.344